Here is a cluster of 2 separate species, C3H12N2 in total at a distorted geometry from OMol25. Energies are from ωB97M-V/def2-TZVPD.

XYZ file:
```
17
C3H12N2, DFT ωB97M-V/def2-TZVPD
N -2.25369 -1.23772 -1.60387
C -3.36296 -1.08804 -0.69482
N -4.71065 -0.92728 -1.30737
H -2.32703 -0.52326 -2.31688
H -2.06775 -2.14913 -1.98240
H -3.54135 -1.99636 -0.11890
H -3.09160 -0.27281 -0.02252
H -4.73777 0.00512 -1.70606
H -4.83919 -1.63943 -2.00674
C 5.64020 1.74758 2.13769
C 4.32424 1.37488 1.45046
H 5.92266 0.97264 2.86010
H 5.55011 2.65860 2.74392
H 6.52582 1.89508 1.50915
H 3.54959 1.57984 2.17499
H 4.09894 1.90292 0.52183
H 4.30062 0.28227 1.30509
```

## Properties
SMILES = NCN.CC
LUMO = 1.166 eV
HOMO-LUMO gap = 0.3697 Ha
total energy = -230.98038 a.u.
ΔE to the lowest compared entry with this formula, charge and spin = 6.9 kcal/mol

---

Here is a structure of composition C17H20INO11P2Ru from OMol25. Energies are from ωB97M-V/def2-TZVPD.

XYZ file:
```
53
C17H20INO11P2Ru, DFT ωB97M-V/def2-TZVPD
Ru -0.11171 0.47882 -0.74043
N 0.20605 4.75743 0.11400
C 1.15575 3.83717 -0.54562
C 2.34934 4.63098 -1.07527
P 1.69329 2.68160 0.77054
O 3.07715 2.06944 0.41999
O 2.01232 3.68720 1.96384
O 0.63607 1.67997 1.08223
P 0.42311 2.89212 -1.94051
O -0.96560 2.37671 -1.16905
O 0.13471 3.74172 -3.10332
O 1.21254 1.59128 -1.99940
H 1.38806 4.43239 1.87885
H -0.67927 4.27963 0.25709
H 0.02290 5.54061 -0.50461
H 2.82798 5.18174 -0.26391
H 2.00483 5.33244 -1.83750
H 3.08448 3.96618 -1.52612
H 2.98249 1.09310 0.14655
H -1.81338 2.23006 -1.62426
C -0.93049 -0.35560 -2.39304
H -1.78081 -0.98669 -2.13376
H -0.15491 -0.96475 -2.86632
H -1.24636 0.41111 -3.10902
I -7.24434 -2.50479 3.93436
C -5.78009 -1.64708 2.70778
C -6.15692 -0.72585 1.74264
C -5.18006 -0.16158 0.93608
C -3.84617 -0.51581 1.08520
C -3.48831 -1.44228 2.05756
C -4.45341 -2.01307 2.87411
C -2.80776 0.12030 0.18662
O -1.61531 -0.31236 0.37826
O -3.17483 0.95927 -0.63942
H -7.19592 -0.45060 1.62327
H -5.43649 0.56142 0.17347
H -2.44509 -1.70617 2.16220
H -4.17502 -2.73415 3.63047
O 4.92540 -2.12511 0.15116
C 4.00311 -3.08902 -0.01499
C 4.43743 -4.41520 0.00021
C 3.53391 -5.44506 -0.16977
C 2.18039 -5.17896 -0.36046
C 1.74920 -3.86592 -0.37690
C 2.64039 -2.80852 -0.20160
C 2.13751 -1.39746 -0.23413
O 2.97364 -0.46557 -0.09448
O 0.89711 -1.26564 -0.42137
H 4.43247 -1.27104 0.09857
H 5.49280 -4.60511 0.14622
H 3.88743 -6.46935 -0.15625
H 1.47486 -5.98773 -0.49600
H 0.70556 -3.62219 -0.52373
```

## Properties
multiplicity = 2
net charge = -1
LUMO (spin up / spin down) = 1.986 / 1.986 eV
HOMO-LUMO gap (spin up / spin down) = 0.2885 / 0.2744 Ha
total energy = -2617.92038 a.u.
ΔE to the lowest compared entry with this formula, charge and spin = 0.0 kcal/mol

---

Here is a structure of composition C24H57IrN10OP at a distorted geometry from OMol25. Energies are from ωB97M-V/def2-TZVPD.

XYZ file:
```
94
C24H57IrN10OP, DFT ωB97M-V/def2-TZVPD
Ir -0.17222 0.33318 -0.30130
C 0.48028 0.47558 5.32890
N 0.87028 1.28148 4.19900
C 1.05158 2.68108 4.45430
C 0.93848 0.68278 2.93580
N 0.17458 1.03038 1.92560
C -0.76602 2.12658 2.00840
C -0.31982 3.24348 1.04800
N -0.17172 2.77388 -0.33700
C -1.30732 3.09298 -1.20010
C -2.60122 2.48918 -0.68790
N -2.49652 1.04088 -0.57250
C -3.60352 0.33158 -0.61470
N -3.64442 -0.89542 -0.05940
C -2.67052 -1.31402 0.90970
C -4.56462 -1.91482 -0.49820
N -4.81482 0.78348 -1.12380
C -4.98362 1.43498 -2.39090
C -6.00452 0.69378 -0.31540
C 1.06288 3.26198 -0.94980
C 2.22858 2.34408 -0.58060
N 1.91718 1.01768 -1.07810
C 2.80618 0.36218 -1.81280
N 4.15188 0.53018 -1.66900
C 5.04888 0.52828 -2.79800
C 4.77478 0.88978 -0.41700
N 2.35238 -0.47552 -2.77190
C 0.99898 -0.31772 -3.23200
C 3.05998 -1.64672 -3.22970
N 1.81258 -0.32972 2.82030
C 2.90198 -0.56752 3.74670
C 1.74368 -1.30882 1.76750
H 0.68388 1.02308 6.24610
H 1.00778 -0.47462 5.36520
H -0.59062 0.25268 5.30070
H 1.78078 2.79588 5.26450
H 0.13598 3.16328 4.81880
H 1.42398 3.20948 3.58070
H -0.85762 2.53548 3.01460
H -1.74862 1.74998 1.71710
H 0.64818 3.61008 1.39040
H -1.03072 4.07168 1.10650
H -1.10602 2.68828 -2.19690
H -1.42982 4.17978 -1.30080
H -3.39502 2.80778 -1.36120
H -2.84382 2.89068 0.30450
H -2.44132 -0.50562 1.60370
H -1.75122 -1.64692 0.41150
H -3.08912 -2.14502 1.47540
H -5.09102 -1.61322 -1.39840
H -5.28752 -2.15972 0.28290
H -4.00082 -2.82152 -0.72140
H -4.13712 1.24478 -3.04800
H -5.15162 2.51468 -2.29080
H -5.89522 1.05018 -2.85780
H -5.77812 0.35698 0.69320
H -6.75072 0.03028 -0.76300
H -6.47902 1.67858 -0.26190
H 1.28468 4.28908 -0.64160
H 0.95068 3.26048 -2.03520
H 2.36178 2.33778 0.50420
H 3.12448 2.75628 -1.04600
H 4.50848 0.50808 -3.73730
H 5.74748 -0.31042 -2.76700
H 5.65998 1.43288 -2.77190
H 4.09718 0.71448 0.41470
H 5.10418 1.93408 -0.40830
H 5.67258 0.27998 -0.28610
H 0.82858 0.71318 -3.54090
H 0.27168 -0.57002 -2.43560
H 0.82438 -0.97272 -4.07840
H 3.94808 -1.83302 -2.63350
H 3.34518 -1.55692 -4.28170
H 2.39558 -2.50802 -3.13920
H 3.02058 0.24688 4.45350
H 3.83098 -0.65202 3.17790
H 2.76148 -1.50802 4.28470
H 1.25638 -0.89912 0.87040
H 1.17578 -2.17852 2.10350
H 2.75078 -1.62802 1.50680
C -0.41762 -4.17872 -2.71820
P -0.15552 -3.63312 -0.99970
C -1.42252 -4.49102 -0.00990
C 1.43088 -4.29172 -0.39200
O -0.20982 -2.11772 -0.84810
H -0.56102 -5.25752 -2.73670
H 0.43478 -3.95212 -3.35310
H -1.30892 -3.71062 -3.13180
H -1.21392 -5.55802 -0.03720
H -2.41762 -4.34062 -0.42220
H -1.40052 -4.16542 1.02800
H 1.51288 -5.34192 -0.65670
H 1.45268 -4.21442 0.69270
H 2.27558 -3.74982 -0.80800
```

## Properties
multiplicity = 2
net charge = +4
LUMO (spin up / spin down) = -13.239 / -14.793 eV
HOMO-LUMO gap (spin up / spin down) = 0.2009 / 0.1450 Ha
total energy = -2015.61002 a.u.
ΔE to the lowest compared entry with this formula, charge and spin = 115.8 kcal/mol

---

Here is a cluster of 5 separate species, C11H22Cl8N2O2 in total at a distorted geometry from OMol25. Energies are from ωB97M-V/def2-TZVPD.

XYZ file:
```
45
C11H22Cl8N2O2, DFT ωB97M-V/def2-TZVPD
Cl -1.85771 4.00230 -0.24553
C -0.30900 4.16560 -1.02253
C 0.76927 4.57353 -0.01726
Cl 0.72156 6.35761 0.44866
H -0.30063 5.01663 -1.70353
H 0.01638 3.20435 -1.42033
H 1.77028 4.52100 -0.44541
H 0.92267 3.98435 0.88686
Cl -4.33659 -0.10672 -4.07230
C -4.86559 0.34093 -2.36702
C -3.66814 0.90572 -1.53076
Cl -4.36611 1.48060 -0.04688
H -5.30310 -0.54829 -1.91317
H -5.60235 1.13513 -2.48753
H -3.29494 1.82101 -1.99017
H -2.88957 0.20494 -1.22937
C -0.62864 -0.38978 -3.68231
O -1.01167 -1.04836 -2.73150
N 0.23663 0.60251 -3.58932
C 1.06650 0.75340 -2.34861
C 0.19001 1.85669 -4.50473
H -1.16811 -0.36992 -4.64188
H 0.40395 0.71984 -1.48373
H 1.64403 1.67781 -2.34755
H 1.68888 -0.14102 -2.37645
H -0.18311 1.49746 -5.46381
H -0.49589 2.60443 -4.10662
H 1.17508 2.31833 -4.57292
C 3.62242 -4.54404 5.45251
O 3.71651 -3.62537 6.27494
N 2.96875 -4.37853 4.26576
C 2.16424 -3.19204 4.05315
C 2.90436 -5.41464 3.24132
H 4.08345 -5.54375 5.46735
H 2.41629 -2.48474 4.84327
H 1.07676 -3.26499 4.06612
H 2.59059 -2.64487 3.21235
H 1.86949 -5.51008 2.91261
H 3.49534 -5.23411 2.34340
H 3.36711 -6.34780 3.56251
C -0.95679 0.26854 2.27020
Cl -0.72977 2.05011 2.24068
Cl 0.29120 -0.67312 3.23704
Cl -2.47741 -0.31239 3.00088
Cl -0.72660 -0.28828 0.56160
```

## Properties
multiplicity = 2
net charge = +1
LUMO (spin up / spin down) = -4.091 / -8.966 eV
HOMO-LUMO gap (spin up / spin down) = 0.2641 / 0.0850 Ha
total energy = -4373.45828 a.u.